Entry 1:
This record from OMol25 describes C23H30CeN3 as an isolated structure at a distorted geometry. The level of theory is the ωB97M-V functional and the def2-TZVPD basis.

The geometry in XYZ format:
```
57
Properties=species:S:1:pos:R:3:forces:R:3:lowdin_charge:R:1
C 0.6933 2.0984 -1.5056 1.2 2.8 -0.2 -0.19
H 1.1462 2.3712 -0.5529 0.1 -0.3 0.2 0.12
H 1.4594 1.9546 -2.2700 0.1 -0.4 -0.1 0.11
H 1.2946 0.0541 -0.1542 2.7 -0.2 1.0 0.00
C -0.4534 2.9625 -1.9127 -0.9 -0.2 0.1 -0.27
H -1.1698 2.4276 -2.5692 0.2 0.2 0.0 0.11
H -1.0277 3.2678 -1.0265 0.1 -0.1 -0.2 0.13
C 0.0759 4.2043 -2.6457 0.2 0.2 -0.2 -0.05
H -0.7446 4.8428 -2.9775 0.0 -0.1 0.1 0.10
H 0.7211 4.7912 -1.9878 -0.1 -0.1 -0.1 0.10
H 0.6625 3.9173 -3.5227 -0.1 0.0 0.1 0.09
C -0.8030 -2.0119 -2.0968 1.9 0.0 -2.5 -0.29
C -1.2117 -0.9400 -3.0110 2.4 -1.9 -1.7 -0.31
C -0.0023 -0.3398 -3.5763 -0.1 -3.1 0.2 -0.28
C 1.1702 -1.0090 -2.9834 -2.8 -2.0 -0.7 -0.28
C 0.6735 -2.0643 -2.0830 -1.2 0.7 -2.7 -0.28
C 1.5007 -3.0403 -1.3469 0.4 -0.3 0.3 0.01
C 2.5751 -0.7272 -3.3122 0.6 0.2 0.0 0.01
C 0.0581 0.7233 -4.5978 0.0 0.5 -0.3 0.01
C -2.6057 -0.6056 -3.3709 -0.5 0.4 0.2 0.02
C -1.7083 -2.9263 -1.3719 -0.4 -0.1 0.5 0.02
Ce -0.0638 0.0427 -1.2093 -2.9 4.3 4.0 1.21
H 3.2474 -1.0096 -2.4991 0.0 0.0 -0.1 0.10
H 2.8455 -1.3131 -4.2007 0.1 0.1 0.1 0.13
H 2.7379 0.3285 -3.5456 0.1 -0.1 -0.1 0.09
H 2.5165 -2.6644 -1.2014 -0.1 -0.1 0.0 0.10
H 1.0842 -3.2835 -0.3646 0.2 -0.2 -0.2 0.08
H 1.5556 -3.9701 -1.9251 0.0 0.1 0.1 0.13
H -2.6712 -2.4491 -1.1654 0.0 -0.2 0.0 0.11
H -1.8928 -3.8132 -1.9868 0.0 0.1 0.1 0.13
H -1.2835 -3.2589 -0.4200 -0.2 -0.1 -0.2 0.08
H -2.6812 0.3931 -3.8097 -0.1 -0.2 0.0 0.09
H -2.9798 -1.3292 -4.1064 0.0 0.1 0.1 0.13
H -3.2667 -0.6452 -2.4974 -0.1 0.0 -0.2 0.10
H 0.8994 1.4044 -4.4322 -0.1 -0.1 -0.2 0.09
H 0.1985 0.2557 -5.5820 0.0 0.2 0.1 0.13
H -0.8630 1.3113 -4.6322 0.1 -0.1 -0.1 0.09
N -0.0836 1.3631 9.6292 -0.1 1.0 3.5 0.20
C -0.0245 1.0565 8.5524 0.2 -1.2 -4.3 -0.16
C -0.0110 0.6859 7.1345 -0.2 0.2 0.9 -0.18
C -1.1293 1.0039 6.3624 -0.3 0.4 0.1 0.01
C -1.1303 0.7093 5.0195 0.1 0.0 0.3 0.00
C -0.0279 0.0629 4.5009 -0.1 0.3 1.0 -0.24
C 1.0814 -0.3186 5.2400 -0.1 0.3 0.2 0.02
C 1.0867 0.0244 6.5844 0.4 -0.2 0.1 0.01
N -0.1303 -0.2642 3.1619 0.4 -0.9 -2.1 0.01
C 0.0859 -1.5589 2.6678 -0.3 1.6 -0.1 0.05
C -0.1650 -1.4728 1.3660 -0.3 1.2 -1.8 -0.10
N -0.5135 -0.1358 0.9986 -0.5 -1.2 2.7 -0.13
C -0.4704 0.5562 2.1383 0.7 -1.8 -0.1 -0.04
H -2.0163 1.4882 6.7647 0.4 -0.1 0.3 0.14
H -1.9803 0.9231 4.3728 0.1 0.0 0.3 0.13
H 1.9262 -0.8303 4.7782 -0.2 0.1 0.1 0.13
H 1.9598 -0.2309 7.1902 -0.4 0.2 -0.1 0.14
H 0.4076 -2.4113 3.2094 0.1 -0.2 0.8 0.15
H -0.0265 -2.2222 0.6033 -0.2 0.0 0.3 0.07
H -0.5259 1.6217 2.1785 -0.3 0.3 0.5 0.16
```
Forces are in eV/Å.

Results
HOMO-LUMO gap (alpha / beta) ... 7.313 / 5.549 eV
E_LUMO (alpha / beta) ... -7.153 / -8.917 eV
DFT total energy ... -41715.620 eV
Charge ... +2
Maximum force ... 6.58 eV/A
Multiplicity ... 2
<S²> ... 0.77
HOMO (alpha / beta) ... -14.5 / -14.5 eV

=====

Entry 2:
This record from OMol25 describes one molecule with the formula C3H9N3 at a distorted geometry. The level of theory is the ωB97M-V functional and the def2-TZVPD basis.

The geometry in XYZ format:
```
15
Properties=species:S:1:pos:R:3:forces:R:3:nbo_charge:R:1
C 0.2341 -0.5760 -0.1997 1.1 0.6 0.8 0.15
C 1.5757 -0.1694 -0.7099 -0.3 0.0 0.1 -0.67
C -0.1300 -2.0148 -0.0361 -0.4 0.2 -0.3 -0.64
N -1.4075 2.3062 0.9003 -0.3 -0.1 -0.2 -0.71
N -0.5007 0.3706 0.3641 -1.5 -2.3 -2.2 -0.23
N -0.2818 1.6485 0.3118 0.4 0.8 0.4 -0.30
H -1.4913 0.0051 0.3223 0.7 0.9 1.3 0.38
H -1.0542 3.1215 1.3999 -0.2 -0.2 -0.3 0.36
H -2.0262 2.6199 0.1456 0.3 0.2 0.3 0.34
H 2.1162 -1.0137 -1.1233 0.0 -0.1 -0.1 0.21
H 2.1722 0.2762 0.0909 0.0 0.1 0.0 0.23
H 1.4589 0.6087 -1.4664 0.0 0.1 -0.1 0.23
H -0.3374 -2.4714 -1.0079 0.0 -0.1 0.0 0.22
H -1.0144 -2.1371 0.5887 -0.1 0.0 0.0 0.21
H 0.6865 -2.5741 0.4197 0.1 0.0 0.1 0.22
```
Forces are in eV/Å.

Results
HOMO-LUMO gap ... 7.932 eV
E_LUMO ... 1.022 eV
DFT total energy ... -7724.187 eV
Charge ... 0
Maximum force ... 3.51 eV/A
HOMO ... -6.9 eV